Formula: C5H7N
Source: the OMol25 dataset
Level of theory: ωB97M-V/def2-TZVPD

Results
SMILES = C1[C@@H]2[C@H]1[C@@H]1N[C@H]21
HOMO level = -8.714 eV
Charge = 0
Kohn-Sham gap = 9.91 eV
F_max = 0.45 eV/A
Energy above the lowest of the compared OMol25 structures with the same formula, charge and spin = 82.7 kcal/mol

CARTESIAN COORDINATES (ANGSTROEM)
C: -0.54 1.16 -0.57
C: -0.15 -0.20 -1.02
C: 0.80 0.63 -0.15
C: 0.75 -0.49 0.92
N: -0.55 -0.73 1.48
C: -0.24 -1.24 0.14
H: -0.44 1.91 -1.35
H: -1.40 1.33 0.08
H: -0.16 -0.49 -2.07
H: 1.71 1.19 -0.33
H: 1.64 -0.88 1.41
H: -1.13 0.11 1.52
H: -0.28 -2.31 -0.05

Formula: C13H18N3
Source: the OMol25 dataset
Level of theory: ωB97M-V/def2-TZVPD

Results
SMILES = C[NH2+]/C(=C/C=C\C=C\N)c1ccccc1N
HOMO level = -10.132 eV
Charge = +1
Kohn-Sham gap = 7.19 eV
F_max = 5.14 eV/A
Energy above the lowest of the compared OMol25 structures with the same formula, charge and spin = 68.3 kcal/mol

CARTESIAN COORDINATES (ANGSTROEM)
C: 1.14 -2.42 -0.59
C: 1.72 -2.26 0.68
C: 0.20 -1.51 -0.99
C: 1.43 -1.29 1.57
C: -0.28 -0.60 -0.05
C: 0.27 -0.53 1.30
C: 0.81 2.48 0.87
C: -0.49 2.56 0.52
C: 1.90 1.87 0.21
C: -1.34 1.68 -0.31
C: 1.97 1.35 -1.05
C: -1.29 0.36 -0.45
C: -3.13 -1.47 -0.49
N: -0.39 0.12 2.29
N: 2.97 0.62 -1.54
N: -2.52 -0.22 -1.11
H: 1.31 -3.25 -1.27
H: 2.48 -2.87 1.09
H: -0.09 -1.79 -2.05
H: 1.90 -1.42 2.49
H: 1.01 3.15 1.72
H: -0.98 3.41 0.93
H: 2.74 1.66 0.77
H: -2.14 2.28 -0.77
H: 0.98 1.54 -1.47
H: -4.14 -1.15 -0.84
H: -2.69 -2.31 -0.89
H: -3.18 -1.35 0.63
H: -0.13 0.02 3.25
H: -1.42 0.23 2.22
H: 3.00 0.28 -2.50
H: 3.91 0.65 -1.04
H: -3.28 0.53 -1.04
H: -2.26 -0.36 -2.10

Formula: C3H3ClFNS
Source: the OMol25 dataset
Level of theory: ωB97M-V/def2-TZVPD

Results
Spin multiplicity = 3
HOMO level (alpha / beta) = -5.605 / -10.038 eV
Charge = 0
Kohn-Sham gap (alpha / beta) = 6.13 / 6.95 eV
F_max = 12.96 eV/A

CARTESIAN COORDINATES (ANGSTROEM)
C: 0.12 -1.13 0.68
C: 0.80 0.15 0.10
C: -0.51 0.86 -0.61
N: -1.02 -1.49 0.39
F: -0.88 1.80 0.28
S: -1.81 -0.47 -0.71
Cl: 2.10 -0.22 -1.02
H: 0.54 -1.61 1.49
H: 1.03 0.75 1.04
H: -0.36 1.35 -1.64

Formula: C24H41F3P2Sm
Source: the OMol25 dataset
Level of theory: ωB97M-V/def2-TZVPD

Results
Spin multiplicity = 6
HOMO level (alpha / beta) = -10.390 / -10.336 eV
Charge = +1
Kohn-Sham gap (alpha / beta) = 7.26 / 7.62 eV
F_max = 2.89 eV/A

CARTESIAN COORDINATES (ANGSTROEM)
Sm: -2.06 -0.37 0.25
C: -1.58 2.22 1.09
C: -1.96 2.24 -0.30
C: -3.79 1.54 0.94
C: -2.72 1.80 1.85
C: -3.34 1.86 -0.38
C: -0.43 2.95 1.69
H: 0.07 2.34 2.46
H: -0.78 3.88 2.19
H: 0.31 3.24 0.93
C: -2.86 1.94 3.33
H: -2.26 2.79 3.70
H: -2.53 1.04 3.85
H: -3.91 2.12 3.60
C: -5.15 1.08 1.33
H: -5.54 1.67 2.17
H: -5.13 0.02 1.65
H: -5.84 1.16 0.49
C: -4.22 2.02 -1.58
H: -5.22 2.34 -1.28
H: -4.31 1.08 -2.14
H: -3.82 2.78 -2.26
C: -1.17 2.83 -1.41
H: -1.74 3.64 -1.92
H: -0.91 2.08 -2.18
H: -0.24 3.27 -1.02
C: 3.94 0.80 1.68
C: 4.73 1.04 0.62
C: 4.69 0.34 -0.72
C: 4.18 -1.14 -0.78
C: 2.68 -1.27 -1.16
C: 1.88 -0.01 -0.83
C: 1.67 0.34 0.62
C: 2.74 -0.10 1.63
H: 5.73 0.35 -1.08
H: 4.45 -1.69 0.13
H: 4.13 0.98 -1.43
H: 3.03 -1.15 1.50
H: 4.12 1.26 2.66
H: 5.50 1.82 0.69
H: 2.26 -0.02 2.63
H: 1.54 1.43 0.69
H: 2.10 0.87 -1.45
H: 0.72 -0.07 1.04
H: 4.77 -1.60 -1.59
H: 2.67 -1.43 -2.25
P: 1.54 -2.67 -0.65
C: 2.05 -3.34 0.92
C: 1.70 -4.04 -1.84
P: -0.11 -0.38 -1.46
C: -0.15 -2.08 -0.72
C: 0.46 -0.58 -3.22
C: -2.05 -0.72 -2.27
H: 1.44 -2.93 1.74
H: 3.13 -3.19 1.07
H: 1.86 -4.43 0.89
H: 1.93 -4.96 -1.28
H: 2.54 -3.85 -2.53
H: 0.78 -4.23 -2.41
H: -1.78 -1.53 -2.97
H: -2.30 0.18 -2.84
H: -2.96 -1.09 -1.71
H: -0.59 -2.15 0.33
H: -0.68 -2.79 -1.38
H: -0.01 0.22 -3.81
H: 0.14 -1.54 -3.64
H: 1.54 -0.47 -3.34
F: -2.44 -1.94 3.23
C: -1.30 -1.78 2.46
F: -0.45 -0.99 3.26
F: -0.71 -3.04 2.50

Which of these has the lowest F_max? C5H7N

Number 1 is which compound? C5H7N